[1]
Computed, not measured: the molecule CH3N3O, with ωB97M-V/def2-TZVPD.

Properties
ΔE to the lowest compared entry with this formula, charge and spin in eV: 6.8279
HOMO-LUMO gap in eV: 11.033
LUMO level in eV: 0.9

```
! wB97M-V def2-TZVPD RIJCOSX def2/J DEFGRID3
* xyz 0 1
H 1.72404 -0.30837 0.01087
H -1.68548 0.32881 -0.56408
C 0.62011 1.37956 0.86267
N 0.85249 -0.07914 0.48303
H -1.23020 -0.87271 -1.63703
N 0.82560 0.55731 1.80641
N -0.89823 -0.15626 -0.99970
O -0.20833 -0.84921 0.03783
*
```

[2]
Computed, not measured: a structure of composition C5H7FO3Pb at a distorted geometry, with ωB97M-V/def2-TZVPD.

Properties
Expectation value of S²: 0.76
HOMO-LUMO gap (spin up / spin down) in eV: 7.820 / 6.676
LUMO level (spin up / spin down) in eV: -6.3 / -7.4

```
! wB97M-V def2-TZVPD RIJCOSX def2/J DEFGRID3
* xyz 1 2
H 1.30475 -2.95806 -0.52696
H 2.96799 -1.15485 -0.71259
O 0.21482 1.72893 0.16889
C -0.53737 1.09010 1.09909
H 1.51015 0.27482 -2.58045
H 0.68147 -2.07358 -2.06067
C 1.90564 -0.84970 -0.65702
H -0.59889 0.68892 -1.45473
C 1.13362 -2.01636 -1.06286
C 0.27049 1.29984 -1.18099
F 2.62054 1.42056 -1.36003
O -1.08968 -0.00938 0.73765
C 1.54638 0.55926 -1.51759
O -0.59525 1.59242 2.20533
Pb -1.06023 -1.82596 0.14163
H 0.22780 2.21004 -1.79367
H 1.92843 -0.48851 0.38067
*
```

[3]
Computed, not measured: a structure of composition C4H6O2 at a distorted geometry, with ωB97M-V/def2-TZVPD.

Properties
ΔE to the lowest compared entry with this formula, charge and spin in eV: 4.6928
HOMO-LUMO gap in eV: 8.800
LUMO level in eV: 0.7

```
! wB97M-V def2-TZVPD RIJCOSX def2/J DEFGRID3
* xyz 0 1
O 0.07282 -0.23710 2.29472
C 0.07860 0.26990 -1.21435
H 0.77718 -1.46131 0.19546
H -0.07053 1.69804 2.28825
C -0.56058 0.29197 0.11291
H -0.40514 0.78244 -2.07934
H -1.63466 0.42262 -0.10738
C -0.25046 -1.13178 0.07449
H -0.99526 -1.88282 0.37571
H 1.68689 0.19710 -2.26644
O 1.44857 0.28506 -1.33349
C -0.14744 0.76589 1.65945
*
```

[4]
Computed, not measured: a structure of composition Cl2H3NSi at a distorted geometry, with ωB97M-V/def2-TZVPD.

Properties
ΔE to the lowest compared entry with this formula, charge and spin in eV: 2.6031
HOMO-LUMO gap in eV: 9.769
LUMO level in eV: 0.5

```
! wB97M-V def2-TZVPD RIJCOSX def2/J DEFGRID3
* xyz 0 1
Si -1.53152 0.16826 0.56659
H 1.22051 -0.28349 0.15736
H 0.54053 0.04357 -1.29758
N 0.52803 -0.50394 -0.47992
Cl -2.22749 1.88210 -0.17672
H -1.33593 0.53714 2.05956
Cl -2.49417 -1.35774 -0.26496
*
```

Number 2 is which compound?
C5H7FO3Pb